C15H34MnN2O3S | ωB97M-V with the def2-TZVPD basis set

Values from the calculation:
- total charge = +2
- orbital gap (alpha / beta) (Eh) = 0.2845 / 0.3001
- highest occupied orbital energy (alpha / beta) (eV) = -15.522 / -15.526
- 2S+1 = 2
- <S²> = 0.831

```
56
Properties=species:S:1:pos:R:3:nbo_charge:R:1
Mn 0.025 1.161 -0.776 1.400
C 3.108 1.026 -1.103 -0.266
O 2.068 0.550 -0.208 -0.603
C 2.336 0.874 1.171 -0.098
C 1.246 0.259 1.985 -0.097
O 0.036 0.881 1.552 -0.567
C -1.161 0.250 2.003 -0.099
C -2.250 0.832 1.161 -0.094
O -2.003 0.373 -0.181 -0.603
C -2.841 1.017 -1.179 -0.273
H 4.082 0.741 -0.712 0.222
H 2.956 0.537 -2.061 0.215
H 3.057 2.111 -1.207 0.200
H 3.300 0.462 1.471 0.231
H 2.355 1.960 1.291 0.212
H 1.188 -0.819 1.810 0.205
H 1.420 0.440 3.047 0.227
H -1.090 -0.831 1.855 0.211
H -1.340 0.459 3.060 0.225
H -3.229 0.499 1.506 0.232
H -2.203 1.924 1.184 0.192
H -3.786 1.331 -0.741 0.227
H -2.338 1.898 -1.600 0.163
H -3.035 0.289 -1.961 0.235
C 0.935 7.215 2.049 -0.607
C 0.704 6.333 3.277 -0.405
C 0.425 4.862 2.959 -0.411
C -0.965 4.569 2.397 -0.214
N -1.252 5.088 1.045 -0.551
C -0.848 4.594 -0.119 0.398
S 0.505 3.489 -0.146 -0.376
N -1.410 5.057 -1.228 -0.545
C -1.149 4.667 -2.619 -0.225
C -0.782 5.856 -3.506 -0.407
C 0.671 6.322 -3.410 -0.399
C 1.084 6.872 -2.045 -0.613
H 1.252 8.212 2.352 0.239
H 0.031 7.333 1.448 0.181
H 1.715 6.797 1.407 0.204
H -0.117 6.738 3.875 0.206
H 1.596 6.372 3.904 0.226
H 0.494 4.279 3.882 0.226
H 1.186 4.482 2.277 0.207
H -1.710 5.015 3.056 0.231
H -1.124 3.491 2.375 0.196
H -1.917 5.848 1.004 0.414
H -2.113 5.777 -1.124 0.412
H -2.060 4.203 -3.004 0.211
H -0.352 3.928 -2.618 0.208
H -1.449 6.693 -3.273 0.209
H -0.986 5.560 -4.536 0.236
H 0.809 7.109 -4.153 0.231
H 1.335 5.499 -3.691 0.198
H 0.381 7.635 -1.698 0.205
H 2.067 7.339 -2.109 0.236
H 1.149 6.090 -1.286 0.182
```